<w>
C7H13NO in the gas phase. Source: OMol25; level of theory: ωB97M-V/def2-TZVPD.

XYZ file:
```
22
Properties=species:S:1:pos:R:3
C -1.383 -2.751 0.057
C -0.482 -1.939 0.611
O -0.444 -1.860 2.001
C 0.368 -0.567 -0.193
C 1.845 -0.720 -0.177
C -0.569 0.262 -0.489
N -1.895 0.447 -0.304
C 0.328 1.669 -1.037
C 0.567 2.617 0.122
H -1.535 -2.734 -1.010
H -1.943 -3.461 0.652
H 0.388 -1.448 2.257
H 2.099 -1.713 0.188
H 2.331 0.018 0.465
H 2.241 -0.594 -1.186
H -2.145 1.017 0.497
H -2.512 -0.351 -0.375
H -0.380 2.082 -1.755
H 1.243 1.424 -1.569
H 0.923 3.585 -0.238
H -0.355 2.800 0.674
H 1.310 2.216 0.811
```

As for the gap between HOMO and LUMO: 9.316 eV. The value obtained for the HOMO energy is -8.557 eV. For the LUMO energy, the calculation gives 0.76 eV. The value obtained for the molar mass is 127.19 g mol⁻¹. The charge is 0.

Listed below, in e, are the natural (NBO) charges computed for each atom: number 1, C, carries -0.5644; number 2, C, carries 0.3044; number 3, O, carries -0.7074; number 4, C, carries -0.0542; number 5, C, carries -0.6638; number 6, C, carries 0.2154; number 7, N, carries -0.8602; number 8, C, carries -0.4289; number 9, C, carries -0.6139; number 10, H, carries 0.2074; number 11, H, carries 0.2121; number 12, H, carries 0.4735; number 13, H, carries 0.2329; number 14, H, carries 0.2194; number 15, H, carries 0.2319; number 16, H, carries 0.3861; number 17, H, carries 0.3992; number 18, H, carries 0.2061; number 19, H, carries 0.1974; number 20, H, carries 0.2110; number 21, H, carries 0.1981; number 22, H, carries 0.1977

=====

<x>
C7H13NO in the gas phase. Source: OMol25; level of theory: ωB97M-V/def2-TZVPD.

XYZ file:
```
22
Properties=species:S:1:pos:R:3
C -0.542 -1.678 0.128
C -1.356 1.559 -0.042
C 1.069 1.259 -0.643
C -0.550 -0.694 -0.922
C -0.213 0.549 -0.192
N -0.790 -0.880 -2.241
C 0.977 -0.421 1.949
C -0.201 -0.326 1.195
O 2.049 -1.079 1.341
H 2.815 -1.036 1.921
H -0.636 -1.792 -2.644
H -0.823 -0.091 -2.866
H 0.948 -0.464 3.033
H -1.353 -2.416 0.177
H 0.407 -2.208 0.264
H -1.051 -0.055 1.814
H -1.126 2.243 0.780
H -1.480 2.147 -0.955
H -2.302 1.059 0.167
H 0.949 1.654 -1.655
H 1.915 0.574 -0.629
H 1.294 2.094 0.021
```

As for the gap between HOMO and LUMO (alpha / beta): 6.090 / 7.471 eV. The value obtained for the HOMO energy (alpha / beta) is -5.271 / -6.654 eV. For the LUMO energy (alpha / beta), the calculation gives 0.82 / 0.82 eV. The value obtained for the molar mass is 127.19 g mol⁻¹. The charge is 0.

Listed below, in e, are the natural (NBO) charges computed for each atom: number 1, C, carries -0.4491; number 2, C, carries -0.6022; number 3, C, carries -0.6199; number 4, C, carries 0.1485; number 5, C, carries -0.0729; number 6, N, carries -0.8029; number 7, C, carries 0.0762; number 8, C, carries -0.2602; number 9, O, carries -0.7028; number 10, H, carries 0.4834; number 11, H, carries 0.3856; number 12, H, carries 0.3873; number 13, H, carries 0.1556; number 14, H, carries 0.1949; number 15, H, carries 0.2056; number 16, H, carries 0.2203; number 17, H, carries 0.2060; number 18, H, carries 0.1995; number 19, H, carries 0.2105; number 20, H, carries 0.2013; number 21, H, carries 0.2260; number 22, H, carries 0.2092

=====

<y>
A molecular structure, C7H13NO. Source: OMol25; level of theory: ωB97M-V/def2-TZVPD.

XYZ file:
```
22
Properties=species:S:1:pos:R:3
C -0.683 1.886 1.929
C -0.320 2.149 0.437
C 0.049 0.727 0.418
C 2.310 0.470 -0.736
C 1.029 -1.499 -0.057
C -3.519 0.159 -0.515
C 0.826 -0.116 -0.628
N -0.315 0.616 1.656
O -2.702 -0.275 -1.327
H -1.164 2.328 2.809
H -1.197 2.423 -0.120
H 0.663 2.618 0.306
H 2.627 0.819 0.265
H 2.056 1.486 -1.057
H 2.988 -0.109 -1.337
H 1.481 -2.289 -0.721
H 0.099 -1.898 0.212
H 1.662 -1.573 0.762
H -3.655 -0.239 0.474
H -4.276 0.912 -0.803
H 0.368 -0.174 -1.585
H -0.168 -0.280 2.220
```

As for the gap between HOMO and LUMO: 6.797 eV. The value obtained for the HOMO energy is -6.092 eV. For the LUMO energy, the calculation gives 0.70 eV. The value obtained for the molar mass is 127.19 g mol⁻¹. The charge is 0.

Listed below, in e, are the natural (NBO) charges computed for each atom: number 1, C, carries -0.3078; number 2, C, carries -0.4805; number 3, C, carries 0.1008; number 4, C, carries -0.6221; number 5, C, carries -0.6130; number 6, C, carries 0.2724; number 7, C, carries -0.2259; number 8, N, carries -0.4117; number 9, O, carries -0.5003; number 10, H, carries 0.2143; number 11, H, carries 0.2396; number 12, H, carries 0.2384; number 13, H, carries 0.2111; number 14, H, carries 0.2065; number 15, H, carries 0.2161; number 16, H, carries 0.2121; number 17, H, carries 0.2024; number 18, H, carries 0.1997; number 19, H, carries 0.1149; number 20, H, carries 0.1088; number 21, H, carries 0.2221; number 22, H, carries 0.4020

=====

<z>
C7H13NO in the gas phase. Source: OMol25; level of theory: ωB97M-V/def2-TZVPD.

XYZ file:
```
22
Properties=species:S:1:pos:R:3
C 0.195 2.471 -0.987
C -0.203 1.250 -0.147
C -1.574 1.442 0.406
C 0.348 -0.018 -0.734
C -0.278 -1.300 -0.257
C 0.335 -2.672 -0.364
N 0.026 -1.915 1.015
C 1.205 -1.775 1.707
O 2.081 -2.625 1.519
H 0.401 3.339 -0.402
H 1.109 2.162 -1.564
H -0.597 2.778 -1.729
H 0.296 1.278 0.930
H -1.787 0.833 1.330
H -1.665 2.463 0.809
H -2.309 1.167 -0.353
H 0.128 0.086 -1.789
H 1.408 -0.024 -0.612
H -1.426 -1.275 -0.303
H 1.380 -3.124 -0.444
H -0.374 -3.533 -0.485
H 1.301 -1.009 2.454
```

As for the gap between HOMO and LUMO: 10.421 eV. The value obtained for the HOMO energy is -9.538 eV. For the LUMO energy, the calculation gives 0.88 eV. The value obtained for the molar mass is 127.19 g mol⁻¹. The charge is 0.

Listed below, in e, are the natural (NBO) charges computed for each atom: number 1, C, carries -0.6062; number 2, C, carries -0.2048; number 3, C, carries -0.6100; number 4, C, carries -0.4280; number 5, C, carries -0.0379; number 6, C, carries -0.2812; number 7, N, carries -0.4546; number 8, C, carries 0.5019; number 9, O, carries -0.5848; number 10, H, carries 0.2171; number 11, H, carries 0.2058; number 12, H, carries 0.2072; number 13, H, carries 0.1747; number 14, H, carries 0.2113; number 15, H, carries 0.2209; number 16, H, carries 0.1967; number 17, H, carries 0.2130; number 18, H, carries 0.2212; number 19, H, carries 0.2142; number 20, H, carries 0.2716; number 21, H, carries 0.2087; number 22, H, carries 0.1435

=====

<z> is preferred energetically. Next in line: 13.2 kcal/mol higher.

=====

<w>
2 unconnected molecules or ions with the total composition C7H13NO. Source: OMol25; level of theory: ωB97M-V/def2-TZVPD.

XYZ file:
```
22
Properties=species:S:1:pos:R:3
H 3.633 -0.112 0.979
N 3.034 0.673 0.725
C 2.194 0.406 -0.188
C 1.263 1.494 -0.628
C 2.091 -0.910 -0.839
C 1.166 -1.267 -1.722
H 1.443 2.382 -0.028
H 0.227 1.176 -0.518
H 1.438 1.729 -1.678
H 2.842 -1.630 -0.528
H 1.150 -2.260 -2.147
H 0.376 -0.600 -2.037
C -1.592 -0.561 2.179
C -1.197 -0.893 0.981
O -1.759 -0.289 -0.258
C -2.865 0.521 -0.136
H -2.421 0.237 2.206
H -1.199 -0.950 3.098
H -0.310 -1.417 0.666
H -3.789 -0.040 -0.008
H -2.808 1.116 0.878
H -2.920 1.195 -0.998
```

As for the gap between HOMO and LUMO: 10.271 eV. The value obtained for the HOMO energy is -9.440 eV. For the LUMO energy, the calculation gives 0.83 eV. The value obtained for the molar mass is 127.19 g mol⁻¹. The charge is 0.

Listed below, in e, are the natural (NBO) charges computed for each atom: number 1, H, carries 0.3264; number 2, N, carries -0.6080; number 3, C, carries 0.2667; number 4, C, carries -0.6792; number 5, C, carries -0.2703; number 6, C, carries -0.3451; number 7, H, carries 0.2374; number 8, H, carries 0.2346; number 9, H, carries 0.2207; number 10, H, carries 0.2017; number 11, H, carries 0.2032; number 12, H, carries 0.2092; number 13, C, carries -0.5038; number 14, C, carries 0.1274; number 15, O, carries -0.5461; number 16, C, carries -0.2413; number 17, H, carries 0.2054; number 18, H, carries 0.2291; number 19, H, carries 0.2077; number 20, H, carries 0.1727; number 21, H, carries 0.1537; number 22, H, carries 0.1981

=====

<x>
C7H13NO in the gas phase. Source: OMol25; level of theory: ωB97M-V/def2-TZVPD.

XYZ file:
```
22
Properties=species:S:1:pos:R:3
C -0.106 -0.728 -1.989
C 0.320 -1.170 -0.678
O -0.957 -1.553 0.117
N -1.131 -0.737 1.306
C -2.196 0.221 1.223
C 0.227 -0.201 1.535
C 0.792 -0.006 0.186
C 0.788 1.345 -0.417
C 2.101 0.715 -0.154
H -0.631 -1.567 -2.550
H 0.867 -0.244 -2.485
H -0.780 0.184 -2.048
H 0.984 -2.087 -0.672
H -2.909 -0.290 0.730
H -2.563 0.276 2.254
H -1.956 1.210 0.789
H 0.604 -0.901 2.208
H 0.134 0.725 2.164
H 0.429 2.218 0.153
H 0.570 1.506 -1.438
H 2.733 0.180 -0.910
H 2.682 0.905 0.675
```

As for the gap between HOMO and LUMO: 9.115 eV. The value obtained for the HOMO energy is -8.131 eV. For the LUMO energy, the calculation gives 0.98 eV. The value obtained for the molar mass is 127.19 g mol⁻¹. The charge is 0.

Listed below, in e, are the natural (NBO) charges computed for each atom: number 1, C, carries -0.6341; number 2, C, carries 0.0742; number 3, O, carries -0.4355; number 4, N, carries -0.1399; number 5, C, carries -0.4304; number 6, C, carries -0.2412; number 7, C, carries -0.1064; number 8, C, carries -0.4129; number 9, C, carries -0.4082; number 10, H, carries 0.2362; number 11, H, carries 0.2064; number 12, H, carries 0.2229; number 13, H, carries 0.2016; number 14, H, carries 0.2151; number 15, H, carries 0.2037; number 16, H, carries 0.1649; number 17, H, carries 0.2118; number 18, H, carries 0.2007; number 19, H, carries 0.2223; number 20, H, carries 0.2190; number 21, H, carries 0.2159; number 22, H, carries 0.2140

=====

<w> is preferred energetically. Next in line: 32.6 kcal/mol higher.

=====

<w>
CH4IP in the gas phase. Source: OMol25; level of theory: ωB97M-V/def2-TZVPD.

XYZ file:
```
7
Properties=species:S:1:pos:R:3
C 0.534 -0.331 0.594
P 0.039 -0.105 -1.214
I -2.422 -0.306 -0.950
H 1.005 -1.214 0.612
H -0.346 -0.177 1.205
H 1.251 0.589 0.816
H -0.061 1.545 -1.062
```

As for the gap between HOMO and LUMO: 9.126 eV. The value obtained for the HOMO energy is -9.152 eV. For the LUMO energy, the calculation gives -0.03 eV. The value obtained for the molar mass is 173.92 g mol⁻¹. The charge is 0.

Listed below, in e, are the natural (NBO) charges computed for each atom: number 1, C, carries -0.9119; number 2, P, carries 0.3870; number 3, I, carries -0.1600; number 4, H, carries 0.2137; number 5, H, carries 0.2437; number 6, H, carries 0.2360; number 7, H, carries -0.0086

=====

<x>
CH4IP in the gas phase. Source: OMol25; level of theory: ωB97M-V/def2-TZVPD.

XYZ file:
```
7
Properties=species:S:1:pos:R:3
C -0.684 -0.924 0.100
P 0.614 0.279 0.042
I -2.386 0.321 0.127
H -0.769 -1.629 -0.838
H 1.879 -0.001 -0.421
H 0.616 1.670 -0.397
H 0.730 0.286 1.387
```

As for the gap between HOMO and LUMO: 8.196 eV. The value obtained for the HOMO energy is -7.677 eV. For the LUMO energy, the calculation gives 0.52 eV. The value obtained for the molar mass is 173.92 g mol⁻¹. The charge is 0.

Listed below, in e, are the natural (NBO) charges computed for each atom: number 1, C, carries -1.0347; number 2, P, carries 0.7605; number 3, I, carries 0.0791; number 4, H, carries 0.2278; number 5, H, carries -0.0058; number 6, H, carries -0.0225; number 7, H, carries -0.0044

=====

<w> is preferred energetically. Next in line: 63.8 kcal/mol higher.

=====

<w>
A gas-phase ion, C4H9NO2 (charge +1). Source: OMol25; level of theory: ωB97M-V/def2-TZVPD.

XYZ file:
```
16
Properties=species:S:1:pos:R:3
C 0.269 0.228 0.447
C -0.921 -0.479 1.223
C -1.392 0.420 2.350
O -0.585 1.087 2.942
N 0.635 -0.587 -0.650
C 1.190 -0.016 -1.939
O 0.388 0.751 -2.733
H -0.183 1.121 0.025
H 1.047 0.491 1.176
H -0.564 -1.456 1.537
H -1.702 -0.569 0.470
H -2.454 0.439 2.634
H 1.152 -1.462 -0.538
H 2.036 0.599 -1.616
H 1.544 -0.905 -2.453
H -0.460 0.337 -2.876
```

As for the gap between HOMO and LUMO (alpha / beta): 11.040 / 5.743 eV. The value obtained for the HOMO energy (alpha / beta) is -14.479 / -14.252 eV. For the LUMO energy (alpha / beta), the calculation gives -3.44 / -8.51 eV. The value obtained for the molar mass is 103.12 g mol⁻¹. The charge is +1. Its multiplicity is 2.

Listed below, in e, are the natural (NBO) charges computed for each atom: number 1, C, carries -0.2927; number 2, C, carries -0.4818; number 3, C, carries 0.4241; number 4, O, carries -0.4529; number 5, N, carries -0.1619; number 6, C, carries 0.0710; number 7, O, carries -0.6518; number 8, H, carries 0.2443; number 9, H, carries 0.3106; number 10, H, carries 0.2535; number 11, H, carries 0.2318; number 12, H, carries 0.1732; number 13, H, carries 0.4146; number 14, H, carries 0.2379; number 15, H, carries 0.1870; number 16, H, carries 0.4933

=====

<x>
A gas-phase ion, C4H9NO2 (charge +1). Source: OMol25; level of theory: ωB97M-V/def2-TZVPD.

XYZ file:
```
16
Properties=species:S:1:pos:R:3
C -1.538 -0.596 0.868
N -0.604 -0.272 -0.128
C -1.002 -0.344 -1.499
C 0.502 0.620 0.266
C 1.938 0.069 0.014
O 2.766 1.147 0.255
O -2.695 -0.753 0.574
H -1.086 -0.629 1.858
H -0.823 0.656 -1.934
H -0.324 -0.938 -2.103
H -2.033 -0.646 -1.627
H 0.360 0.904 1.304
H 0.415 1.463 -0.431
H 1.988 -0.677 0.830
H 2.058 -0.501 -0.908
H 3.660 0.958 -0.062
```

As for the gap between HOMO and LUMO (alpha / beta): 11.133 / 6.333 eV. The value obtained for the HOMO energy (alpha / beta) is -15.081 / -15.056 eV. For the LUMO energy (alpha / beta), the calculation gives -3.95 / -8.72 eV. The value obtained for the molar mass is 103.12 g mol⁻¹. The charge is +1. Its multiplicity is 2.

Listed below, in e, are the natural (NBO) charges computed for each atom: number 1, C, carries 0.4888; number 2, N, carries -0.0474; number 3, C, carries -0.4792; number 4, C, carries -0.2682; number 5, C, carries -0.0439; number 6, O, carries -0.6896; number 7, O, carries -0.3564; number 8, H, carries 0.1767; number 9, H, carries 0.2643; number 10, H, carries 0.2813; number 11, H, carries 0.2847; number 12, H, carries 0.2490; number 13, H, carries 0.2665; number 14, H, carries 0.1743; number 15, H, carries 0.1932; number 16, H, carries 0.5059

=====

<x> is preferred energetically. Next in line: 5.9 kcal/mol higher.